This record from OMol25 describes the molecule C11H14OS2. The level of theory is wB97M-V/def2-TZVPD.

CARTESIAN COORDINATES (ANGSTROEM)
C  3.86  0.39  0.35
C  3.30  0.02  -0.85
C  3.10  0.22  1.54
C  2.07  -0.58  -0.93
C  1.79  -0.27  1.48
C  1.19  -0.61  0.24
C  -0.96  1.31  1.92
C  -1.88  2.35  1.27
C  -0.19  -0.95  0.09
C  -1.41  -1.18  -2.13
C  -0.74  -1.86  -0.90
O  -0.40  2.30  -0.97
S  -1.34  -0.45  1.49
S  -1.80  2.40  -0.61
H  4.89  0.62  0.34
H  3.94  -0.03  -1.88
H  3.44  0.55  2.52
H  1.76  -0.87  -1.97
H  1.22  -0.46  2.39
H  0.11  1.38  1.50
H  -0.94  1.49  2.98
H  -3.02  2.19  1.52
H  -1.64  3.39  1.67
H  -2.04  -1.90  -2.68
H  -0.88  -0.64  -2.85
H  -2.27  -0.66  -1.62
H  0.02  -2.63  -1.21
H  -1.63  -2.35  -0.50

- HOMO-LUMO gap (alpha / beta) (eV) = 6.0832 / 8.1876
- HOMO level (alpha / beta) (eV) = -6.84 / -8.63
- total charge = 0
- energy relative to the best compared isomer or geometry (same formula, charge and spin) (kJ/mol) = 181.68